{"formula": "C5H17N2O", "method": "wB97M-V/def2-TZVPD", "elements": ["N", "C", "C", "N", "C", "C", "C", "H", "H", "H", "H", "H", "H", "H", "H", "H", "H", "H", "H", "H", "H", "H", "H", "H", "O"], "coordinates": [[-2.9774, 0.0004, -0.5127], [-1.8991, -1.0194, -0.7449], [-0.5605, -0.3768, -1.2063], [0.4217, -0.2478, -0.0742], [1.8200, -0.6968, -0.4896], [2.9384, -0.1794, 0.3639], [3.0954, 1.3580, 0.2459], [-3.8223, -0.1351, -0.9767], [-3.1634, 0.1924, 0.4192], [-2.5474, 0.9276, -0.8682], [-1.8144, -1.6670, 0.2314], [-2.2138, -1.6910, -1.5701], [0.0524, -1.0707, -2.1485], [-0.8575, 0.4516, -1.7973], [0.3635, 0.7431, -0.0112], [2.0061, -0.8737, -1.6176], [2.0065, -1.8443, -0.2620], [3.9789, -0.6490, 0.1931], [2.7767, -0.4100, 1.4855], [3.6154, 1.4480, -0.6025], [3.8893, 1.7234, 1.0230], [2.2507, 1.8200, 0.4025], [-2.2008, 1.6424, 2.2687], [-1.2551, 0.4343, 2.0486], [-2.1925, 0.7721, 2.1096]], "energy_ha": -385.09115, "lumo_ev": -3.40, "max_force_ev_per_a": 7.48, "e_homo_ev": -13.027, "mol_weight_g_mol": 121.2, "gap_ev": 9.628, "charge": 1}